{"formula": "C27H60O15", "method": "ωB97M-V/def2-TZVPD", "elements": ["C", "C", "C", "O", "C", "O", "O", "C", "C", "C", "O", "C", "C", "C", "O", "C", "C", "C", "C", "C", "C", "C", "H", "H", "H", "H", "H", "H", "H", "H", "H", "H", "H", "H", "H", "H", "H", "H", "H", "H", "H", "H", "C", "O", "H", "H", "H", "H", "C", "O", "H", "H", "H", "H", "C", "O", "H", "H", "H", "H", "C", "O", "H", "H", "H", "H", "C", "O", "H", "H", "H", "H", "C", "O", "H", "H", "H", "H", "C", "O", "H", "H", "H", "H", "C", "O", "H", "H", "H", "H", "C", "O", "H", "H", "H", "H", "C", "O", "H", "H", "H", "H"], "coordinates": [[-0.146, 1.398, 0.158], [-0.539, 0.343, -0.582], [-1.233, -0.828, 0.102], [-2.589, -0.809, -0.475], [-2.714, -1.957, -1.231], [-3.382, -2.066, -2.212], [-1.947, -2.885, -0.573], [-0.652, -2.272, -0.180], [-0.299, -3.146, 1.071], [0.079, -2.320, 2.315], [1.194, -1.924, 2.577], [0.178, -2.455, -1.480], [1.710, -2.660, -1.290], [2.114, -4.181, -1.367], [2.216, -1.992, -0.148], [3.615, -1.812, -0.180], [4.056, -0.636, -1.093], [5.336, -0.523, -1.662], [5.575, 0.590, -2.508], [4.593, 1.544, -2.800], [3.312, 1.436, -2.209], [3.064, 0.338, -1.366], [-0.718, 1.701, 1.054], [0.709, 2.037, -0.104], [-0.369, 0.412, -1.667], [-1.440, -0.548, 1.149], [0.559, -3.796, 0.837], [-1.148, -3.820, 1.280], [-0.741, -2.051, 3.044], [0.050, -1.610, -2.184], [-0.195, -3.341, -2.024], [2.194, -2.210, -2.188], [3.177, -4.200, -1.675], [1.996, -4.708, -0.407], [1.544, -4.628, -2.197], [3.904, -1.511, 0.850], [4.190, -2.735, -0.389], [6.110, -1.270, -1.455], [6.553, 0.708, -2.993], [4.757, 2.388, -3.474], [2.488, 2.140, -2.381], [2.067, 0.240, -0.918], [-3.795, 1.596, -2.543], [-3.636, 2.340, -3.753], [-3.671, 2.274, -1.700], [-4.792, 1.153, -2.506], [-3.042, 0.810, -2.485], [-3.747, 1.724, -4.484], [5.007, 4.891, -1.044], [5.490, 4.221, -2.204], [4.398, 4.190, -0.475], [5.843, 5.226, -0.426], [4.393, 5.749, -1.331], [6.026, 4.851, -2.697], [-3.276, 2.836, 2.685], [-1.889, 3.026, 2.420], [-3.573, 1.871, 2.278], [-3.458, 2.843, 3.762], [-3.863, 3.623, 2.206], [-1.640, 3.882, 2.784], [-4.463, -5.925, -0.381], [-3.079, -5.722, -0.629], [-4.753, -6.881, -0.813], [-4.657, -5.946, 0.695], [-5.051, -5.128, -0.845], [-2.839, -4.872, -0.241], [-4.043, -2.025, 4.503], [-2.710, -1.610, 4.218], [-4.485, -2.415, 3.589], [-4.038, -2.810, 5.263], [-4.634, -1.176, 4.855], [-2.335, -1.268, 5.035], [-1.625, 4.436, -0.886], [-1.974, 4.780, -2.228], [-0.965, 5.207, -0.491], [-2.525, 4.380, -0.269], [-1.108, 3.476, -0.873], [-2.557, 4.089, -2.567], [1.783, 5.507, -2.761], [0.671, 5.185, -3.581], [2.666, 5.586, -3.393], [1.617, 6.465, -2.257], [1.946, 4.722, -2.015], [-0.104, 5.118, -3.007], [-5.980, 3.204, -6.910], [-6.509, 2.677, -5.699], [-6.757, 3.163, -7.670], [-5.671, 4.242, -6.767], [-5.124, 2.609, -7.240], [-5.810, 2.721, -5.037], [1.888, -1.431, 6.056], [2.027, -0.698, 4.853], [2.030, -0.755, 6.898], [0.886, -1.871, 6.113], [2.641, -2.225, 6.103], [1.896, -1.319, 4.116], [4.033, -4.440, 7.819], [3.843, -5.201, 6.631], [4.293, -5.121, 8.626], [4.846, -3.723, 7.675], [3.111, -3.911, 8.075], [3.615, -4.585, 5.928]], "e_homo_ev": -8.8497, "orbital_gap_ev": 9.0622, "smiles": "C=C[C@H]1OC(=O)O[C@@]1(CC=O)C[C@H](C)OCc1ccccc1.CO.CO.CO.CO.CO.CO.CO.CO.CO.CO", "e_lumo_ev": 0.2}

***

{"formula": "C6H12O3", "method": "ωB97M-V/def2-TZVPD", "elements": ["C", "C", "C", "C", "C", "C", "O", "O", "O", "H", "H", "H", "H", "H", "H", "H", "H", "H", "H", "H", "H"], "coordinates": [[-1.575, 0.209, 0.503], [1.231, 0.280, 0.052], [-1.601, -1.080, -0.025], [-1.725, 1.434, -0.318], [2.553, -0.372, 0.452], [0.268, -1.004, -0.709], [-1.431, 0.442, 1.822], [1.373, 1.227, -0.951], [0.264, -0.871, -1.939], [-1.386, -0.392, 2.308], [1.120, 0.761, -1.784], [0.796, 0.763, 0.931], [-1.676, -1.904, 0.679], [-2.209, -1.239, -0.905], [0.644, -1.909, -0.212], [-1.025, 2.203, 0.006], [-2.742, 1.817, -0.199], [-1.529, 1.213, -1.366], [2.399, -1.104, 1.247], [3.009, -0.866, -0.406], [3.242, 0.391, 0.816]], "e_homo_ev": -8.5493, "orbital_gap_ev": 8.8277, "e_above_lowest_kj_mol": 335.5, "e_lumo_ev": 0.3}

***

Across the entries above, largest force on an atom takes the values 2.36, 3.85 eV/A, respectively.